[1]
{
  "formula": "C4H2BrO2",
  "method": "ωB97M-V/def2-TZVPD",
  "e_tot_ev": -78315.792,
  "total_charge": -1,
  "e_above_lowest_kj_mol": 171.5,
  "symbols": ["C", "C", "C", "C", "O", "O", "Br", "H", "H"],
  "coordinates": [[0.67730, 0.48575, 1.15480], [-0.31997, 0.13777, 0.57949], [-1.94409, -1.85448, 0.11230], [-1.48028, -0.30404, -0.07911], [-3.13808, -2.03594, -0.06401], [-1.00828, -2.58665, 0.40072], [-2.93499, 0.93153, 0.05441], [1.53347, 0.75694, 1.69465], [-1.08884, -0.22094, -1.66777]]
}


[2]
{
  "formula": "C4H2Cl2",
  "method": "ωB97M-V/def2-TZVPD",
  "e_tot_ev": -29220.832,
  "smiles": "ClC=C=C=CCl",
  "total_charge": 0,
  "e_above_lowest_kj_mol": 175.6,
  "symbols": ["Cl", "C", "C", "C", "C", "Cl", "H", "H"],
  "coordinates": [[0.87277, -1.14386, 2.37742], [-0.11394, 0.23673, 1.89005], [-0.12921, 0.31886, 0.55631], [-0.39817, 0.39104, -0.63412], [0.00864, 0.05291, -1.86349], [0.65149, -1.29072, -2.52320], [-0.29720, 0.97018, 2.83116], [-0.59437, 0.46485, -2.63413]]
}


[3]
{
  "formula": "C4H2Cl2O2S3",
  "method": "ωB97M-V/def2-TZVPD",
  "e_tot_ev": -65820.130,
  "total_charge": 0,
  "e_above_lowest_kj_mol": 0.0,
  "symbols": ["C", "C", "C", "C", "O", "O", "S", "S", "S", "Cl", "Cl", "H", "H"],
  "coordinates": [[-0.54900, 0.16244, 0.27768], [0.32787, -0.69705, -0.48773], [-1.63311, -0.32444, 0.89157], [-1.67022, -2.27062, 0.28579], [-3.22791, 1.34212, 1.98706], [-2.64546, -4.57010, 0.16636], [-0.30304, -2.33576, -0.65577], [-3.18087, -0.04005, 1.64887], [-2.99881, -3.30012, 0.69360], [-2.90596, -1.10298, 3.48789], [-4.41125, -2.40850, -0.53112], [-0.21357, 1.17711, 0.03612], [1.25369, -0.65668, -0.97733]]
}


[4]
{
  "formula": "C4H2Cl2OS",
  "method": "ωB97M-V/def2-TZVPD",
  "e_tot_ev": -42105.641,
  "smiles": "Sc1oc(Cl)cc1Cl",
  "total_charge": 0,
  "e_above_lowest_kj_mol": 135.8,
  "symbols": ["S", "C", "O", "C", "Cl", "C", "C", "Cl", "H", "H"],
  "coordinates": [[1.54790, 2.02816, 0.10445], [0.59802, 0.59488, -0.22329], [-0.80279, 0.90044, -0.36566], [-1.40427, -0.21595, -0.23788], [-3.10518, -0.17656, 0.11435], [-0.48909, -1.30027, 0.09867], [0.82491, -0.67994, 0.01620], [2.21888, -1.61136, 0.00562], [0.32195, 2.62263, 0.81804], [-0.77637, -2.27439, 0.47435]]
}